# 1
Here is an isolated molecule of C4H8N2O from OMol25. Energies are from wB97M-V/def2-TZVPD.

- Relative energy (zero: lowest compared OMol25 entry of this formula, charge and spin): 49.28 kcal/mol
- HOMO energy: -9.09 eV
- Electronic energy: -9304.256 eV
- Total charge: 0
- Frontier orbital gap: 10.0 eV
- SMILES: NC(=O)CN1CC1

```
15
Properties=species:S:1:pos:R:3:forces:R:3:lowdin_charge:R:1
N -0.6140 1.0038 -1.5840 0.0 -0.1 -0.1 0.16
H -1.0618 1.4074 -2.3960 0.1 0.0 0.1 0.11
H -0.7781 -1.8191 0.0553 0.0 0.1 0.0 0.13
N 0.7911 -0.6026 0.6567 0.1 -0.1 -0.1 -0.11
O -1.7008 -0.9110 -2.0761 0.0 0.1 0.2 0.05
H 0.5739 -1.7924 -1.0254 0.0 0.1 0.0 0.13
H 0.6596 -0.5334 2.8089 -0.1 0.1 -0.2 0.10
H 0.2654 1.3968 -1.2924 -0.1 -0.1 -0.1 0.08
C 0.9901 0.7843 1.0196 0.1 0.3 0.0 -0.16
C 0.2215 -0.1346 1.8955 -0.1 0.0 0.2 -0.14
H 2.0157 1.0554 1.2574 -0.1 -0.1 0.0 0.10
C -0.0514 -1.1429 -0.4012 -0.1 -0.2 0.0 -0.11
C -0.8647 -0.3299 -1.4141 0.1 0.0 0.0 -0.53
H 0.4090 1.5803 0.5612 0.0 -0.1 0.1 0.08
H -0.8553 0.0378 1.9347 0.1 -0.1 0.0 0.11
```
Forces are in eV/Å.

***

# 2
Here is a cluster of 3 separate species, C13H26BrF2NO6S3 in total from OMol25. Energies are from wB97M-V/def2-TZVPD.

- Relative energy (zero: lowest compared OMol25 entry of this formula, charge and spin): 0.00 kcal/mol
- HOMO energy: -10.19 eV
- Electronic energy: -135659.963 eV
- Total charge: 0
- Frontier orbital gap: 10.7 eV
- SMILES: C[C@H](F)N(CCCBr)S(=O)(=O)F.O=S1(=O)CCCC1.O=S1(=O)CCCC1

```
52
Properties=species:S:1:pos:R:3:forces:R:3:lowdin_charge:R:1
O 0.6806 1.0572 -0.5087 0.1 0.1 0.2 -0.33
H -3.2965 -0.4423 -0.0404 0.0 0.0 0.0 0.12
O -3.2605 3.9589 -4.9860 -0.1 -0.2 0.1 -0.32
H -3.7099 1.2670 -1.7692 0.0 0.1 0.0 0.10
S 4.9715 -5.7480 1.8407 1.3 -0.2 0.4 0.61
H 0.4168 -4.9702 1.5773 0.0 0.1 -0.2 0.06
N 4.1524 -4.8843 2.9765 0.2 0.0 -0.4 -0.17
F 3.7434 -6.4165 1.1576 -0.3 -0.2 -0.1 -0.13
H -1.3223 2.5575 -1.4197 0.1 0.0 0.1 0.09
O -4.0599 3.6177 -2.6281 0.0 -0.1 -0.1 -0.32
H -1.2203 5.0710 -3.6949 0.0 -0.1 0.0 0.11
H 1.6717 -4.2522 4.2454 0.0 -0.4 0.4 0.11
C 1.6965 -4.8007 3.3049 0.1 0.9 -0.5 -0.26
H -4.2548 7.9225 -2.9399 0.0 0.0 0.0 0.12
C -2.7030 0.8773 -1.6497 0.0 -0.2 0.0 -0.22
H -0.4602 -4.9043 3.0907 -0.1 0.1 0.1 0.06
O 5.5943 -4.9238 0.8621 -0.3 0.0 -0.1 -0.23
H 4.8743 -2.3965 2.2136 0.0 -0.1 -0.2 0.08
F 6.0703 -4.6491 4.2680 0.0 -0.2 0.0 0.03
H -3.1026 -1.2740 -1.5844 0.0 0.0 0.0 0.11
H -1.8518 4.8819 -2.0398 -0.1 -0.1 0.0 0.09
C -2.6933 -0.4893 -0.9500 0.1 0.2 0.0 -0.21
O 5.7232 -6.7793 2.4609 -0.4 0.2 -0.1 -0.22
C -4.5364 5.9363 -3.7766 -0.1 0.3 0.1 -0.23
H 2.9080 -3.1808 2.6185 0.3 0.1 -0.1 0.09
H 4.3978 -3.6331 4.5760 -0.2 -0.1 0.0 0.15
H 6.5378 -2.8995 2.6020 0.0 -0.2 -0.2 0.09
C -3.9063 6.9037 -2.7792 0.1 -0.1 0.0 -0.22
C 0.4032 -4.5151 2.5637 0.0 -0.4 0.1 -0.58
Br 0.0942 -2.6061 2.3361 0.0 -0.1 0.1 0.74
S -0.6315 0.7982 0.0292 -0.1 -0.1 -0.2 0.65
C -2.0531 5.2853 -3.0303 0.2 0.3 0.1 -0.22
H -5.5679 5.6803 -3.5470 0.0 -0.1 0.0 0.11
H 1.8018 -5.8726 3.4454 0.0 -0.1 0.2 0.12
H 5.6041 -1.9256 3.7157 0.1 0.0 0.1 0.09
H -4.4588 6.3102 -4.7969 0.0 -0.1 0.0 0.11
S -3.5235 4.4655 -3.6650 0.1 0.3 -0.1 0.66
C -1.8450 1.8274 -0.8081 -0.3 0.1 -0.2 -0.22
C -1.2362 -0.7649 -0.5911 -0.3 -0.2 -0.1 -0.25
H -1.1039 -1.5223 0.1783 0.1 0.1 -0.1 0.01
H 2.7416 -4.4785 1.4558 0.1 0.2 -0.1 0.12
H -4.1721 6.6134 -1.7606 0.0 0.0 0.0 0.12
C 5.0113 -3.9622 3.7369 -0.1 0.5 0.2 -0.40
H -1.8365 7.2769 -2.1810 0.0 0.0 0.0 0.11
H -2.2712 0.7785 -2.6477 0.0 0.0 0.0 0.12
H -2.1054 7.2561 -3.9180 0.0 0.0 0.0 0.12
O -0.8741 0.8512 1.4505 0.1 0.0 0.0 -0.34
H -2.4348 2.3344 -0.0468 0.1 0.0 0.1 0.11
C 2.8964 -4.2598 2.5080 -0.6 -0.5 0.3 -0.23
H -0.6507 -1.0165 -1.4751 0.1 0.0 0.0 0.11
C 5.5406 -2.7420 2.9973 0.0 0.3 0.3 -0.01
C -2.3892 6.7812 -2.9772 -0.1 0.0 0.0 -0.21
```
Forces are in eV/Å.

***

# 3
Here is a cluster of 2 separate species, C21H43BFINO4PS in total from OMol25. Energies are from wB97M-V/def2-TZVPD.

- HOMO energy: -7.88 eV
- Electronic energy: -63772.683 eV
- Total charge: 0
- Frontier orbital gap: 8.0 eV
- SMILES: CCB(O)[PH](F)(I)CCCCCCCCCCCCn1cccc1.CCOS(C)(=O)=O

```
74
Properties=species:S:1:pos:R:3:forces:R:3:lowdin_charge:R:1
H -1.3792 0.6234 -0.8054 1.0 0.0 0.2 0.11
S -2.7337 3.4113 3.4378 -0.4 0.1 0.6 0.58
H 2.1206 1.4572 0.4334 -0.1 0.2 -1.0 0.09
O -3.0488 4.0347 2.1879 0.4 -0.2 0.0 -0.27
H 3.5226 2.3990 -2.0351 -0.4 -1.0 0.2 0.11
H 2.1504 3.0340 -0.3954 -0.1 -1.0 -0.1 0.11
H -0.5776 7.0802 3.8700 0.0 0.0 0.1 0.08
N -3.9990 -1.2366 -2.5374 -0.7 -0.1 2.3 -0.16
C -5.3188 -0.7994 -2.5775 0.6 1.2 -3.6 -0.10
H 5.8155 -4.2729 -1.8741 0.5 0.8 0.3 0.11
H 0.0804 -0.3847 -1.0669 -0.1 0.7 0.4 0.02
H -0.4799 -4.4655 0.9742 -0.6 0.9 -0.1 0.10
H -2.2447 -3.1687 -2.3038 0.1 0.5 0.9 0.11
H -3.9903 0.0257 -5.5731 0.0 -0.3 0.9 0.08
H -2.0123 -4.7334 -0.6954 -0.2 1.0 0.5 0.11
C -3.2381 -0.9760 -3.6602 -3.2 1.3 -1.0 -0.08
O -1.5969 2.5459 3.5856 -0.1 0.4 -0.3 -0.28
C 1.9652 1.9354 -0.5664 -0.4 0.7 -0.6 -0.20
H 0.4290 1.8939 -2.1431 -0.1 -0.1 1.0 0.11
H 4.1350 -3.1851 0.6320 0.5 0.3 0.3 0.09
C -0.2109 0.2756 1.0274 -0.2 -1.1 -0.5 -0.18
H -1.3926 -1.9272 -1.3425 -0.6 -0.5 0.4 0.08
H -4.4024 1.7747 3.3145 0.1 0.1 0.0 0.08
H 4.7235 -1.0308 -3.2551 0.0 0.2 0.7 0.02
C -0.2886 0.5225 -0.5292 -0.4 0.5 0.2 -0.22
H -1.5222 -0.9139 2.4364 0.4 -0.2 -0.8 0.11
C 6.3288 -3.5378 -1.1905 0.5 -0.4 0.6 -0.19
H -4.9948 3.2739 4.0796 0.1 0.0 0.0 0.08
C -3.6589 -1.9167 -1.2653 1.0 -1.4 -0.3 -0.15
C -1.4170 6.4126 3.6680 -0.1 -0.1 -0.3 -0.07
H 2.5742 0.9698 -2.5434 0.2 0.1 0.9 0.07
H 7.4609 -2.3837 -2.6687 0.6 -0.7 0.6 0.07
H 0.2805 -2.1995 0.1597 -0.6 0.3 0.7 0.02
H -0.6051 4.6783 4.6819 -0.2 -0.1 -0.1 0.12
H 3.9107 0.3085 0.1154 -0.2 0.0 -1.0 0.09
H -0.0768 2.7092 -0.5982 0.3 -0.9 -0.5 0.11
H 8.3402 -3.8939 -2.0478 -0.3 0.9 0.2 0.07
H 0.3710 -2.3994 1.9369 -0.6 0.1 -0.8 0.12
C -1.1886 -3.5910 0.9902 0.0 -0.2 0.7 -0.20
H -3.7941 -1.2642 -0.3701 0.3 -0.2 -0.8 0.12
O 4.7690 -2.4437 0.5974 0.0 0.1 -1.7 0.00
H 8.1961 -2.3293 -1.0456 -0.2 -0.8 -0.5 0.08
C -0.3529 -2.2714 1.0804 -0.2 -0.6 0.5 -0.23
H 6.5794 -4.1368 -0.2660 -0.4 0.5 -0.8 0.11
P 4.7295 -0.9187 -1.8333 2.0 1.8 0.5 0.56
H -2.0447 -0.8541 0.7048 0.5 -0.3 0.6 0.07
H -2.1729 -1.2264 -3.7887 -1.0 0.1 0.3 0.11
H -3.9530 2.1437 5.0028 0.0 0.0 -0.1 0.07
I 2.4730 -1.9946 -1.8392 -0.9 -0.7 -0.1 0.63
C -2.2101 -3.7441 -0.1966 0.1 -0.3 0.1 -0.19
H -2.3398 6.9950 3.6525 0.1 0.0 0.1 0.09
H -0.4518 1.1727 1.6448 0.2 -0.6 -0.6 0.10
C -5.5003 -0.2051 -3.8861 1.9 -1.2 1.7 -0.09
C -1.1622 -0.9634 1.3803 0.8 0.7 -0.8 -0.18
H -4.4110 -2.7480 -1.1574 0.7 0.8 -0.1 0.12
C -2.2466 -2.6383 -1.3085 -1.3 -0.3 -0.7 -0.17
C 4.1571 0.6195 -0.9297 0.2 0.7 -0.6 -0.35
F 6.3263 -0.2439 -1.8983 -0.4 -0.5 -0.2 -0.38
H -6.0342 -0.9116 -1.7447 0.8 -0.1 -0.6 0.11
C -4.1868 -0.3298 -4.5442 -0.1 -0.3 0.8 -0.11
H -1.7583 -3.7061 1.9568 0.5 0.1 -0.9 0.11
C -4.1692 2.5672 4.0242 -0.1 0.0 0.1 -0.12
O -2.6839 4.5354 4.5818 -0.2 -0.5 -0.1 -0.26
H -6.4462 0.2378 -4.2560 1.0 -0.4 0.2 0.08
C 7.7049 -3.0198 -1.7740 -1.1 0.4 -0.5 -0.12
C 0.4570 1.8122 -1.0203 0.2 0.1 0.3 -0.20
C 3.0286 1.4633 -1.6526 0.2 0.5 1.2 -0.26
H -1.2831 5.9926 2.6699 0.0 0.0 0.0 0.07
H -3.2404 -3.8512 0.2449 0.9 0.2 -0.5 0.10
H 0.8323 -0.0698 1.2476 -0.7 0.5 0.1 0.10
C -1.4905 5.3176 4.7150 0.7 0.6 -0.1 -0.26
H 5.0542 1.2891 -0.8421 -0.7 -0.9 -0.1 0.09
H -1.5243 5.7695 5.7071 -0.3 -0.2 0.0 0.12
B 5.3179 -2.3950 -0.7134 -0.2 -1.2 1.1 -0.64
```
Forces are in eV/Å.

***

# 4
Here is a cluster of 2 separate species, C6H14N2O2 in total from OMol25. Energies are from wB97M-V/def2-TZVPD.

- Relative energy (zero: lowest compared OMol25 entry of this formula, charge and spin): 48.11 kcal/mol
- HOMO energy: -9.24 eV
- Electronic energy: -13523.538 eV
- Total charge: 0
- Frontier orbital gap: 9.8 eV
- SMILES: CN(C)C=O.CN(C)C=O

```
24
Properties=species:S:1:pos:R:3:forces:R:3:lowdin_charge:R:1
H 2.7191 2.2583 -0.2332 0.5 0.1 -0.1 0.08
C 3.6461 2.1266 0.3499 -0.5 0.6 0.3 -0.06
H -5.5532 -1.0113 -2.0457 0.5 0.3 0.0 0.14
H 4.4203 1.7023 -0.3113 -0.4 -0.2 0.7 0.09
C -3.7914 -2.5399 -0.9378 -1.2 -0.6 0.2 -0.09
C -2.1449 -0.8809 -1.5922 0.1 0.9 0.0 -0.06
H 3.9855 3.1162 0.6993 0.0 -0.2 -0.6 0.09
H -1.6297 -1.4513 -2.3833 -0.2 0.1 0.2 0.09
H 3.5050 -0.2871 2.8089 0.3 0.2 -0.4 0.09
H 3.9906 -0.6367 1.1203 -0.3 0.6 0.0 0.09
H 5.0320 0.3870 2.1581 -0.2 -0.3 0.0 0.09
N -3.5513 -1.2423 -1.4993 0.2 0.4 -0.7 -0.22
C 2.3947 1.9736 2.3808 -0.1 -1.4 0.9 -0.36
O -4.3956 0.6597 -2.5276 -0.6 -3.1 1.1 -0.03
C 3.9876 0.1330 1.9104 0.1 0.4 0.9 -0.05
O 2.1916 1.5322 3.4981 -0.6 0.6 0.2 0.00
H 1.8097 2.8067 1.9210 0.5 -0.2 0.2 0.14
H -2.0599 0.1946 -1.8217 -0.1 -0.5 0.1 0.09
H -1.6395 -1.0766 -0.6315 -0.2 0.1 -0.3 0.09
H -4.0300 -2.4472 0.1351 0.1 -0.2 -0.3 0.09
H -4.6714 -2.9520 -1.4596 0.3 -0.2 0.4 0.09
C -4.5604 -0.4998 -2.0647 1.3 2.4 -0.5 -0.29
N 3.2969 1.3813 1.5778 0.6 -0.2 -2.1 -0.21
H -2.9520 -3.2463 -1.0518 -0.3 0.5 -0.2 0.09
```
Forces are in eV/Å.

***

# 5
Here is a cluster of 2 separate species, C2H4BrClIN in total from OMol25. Energies are from wB97M-V/def2-TZVPD.

- Relative energy (zero: lowest compared OMol25 entry of this formula, charge and spin): 59.62 kcal/mol
- HOMO energy (alpha / beta): -8.75 / -8.34 eV
- Electronic energy: -94290.833 eV
- Total charge: 0
- Frontier orbital gap (alpha / beta): 8.3 / 7.7 eV

```
10
Properties=species:S:1:pos:R:3:forces:R:3:lowdin_charge:R:1
H -0.7242 1.0600 1.0782 0.0 0.0 0.0 0.03
H 0.2673 -2.0966 -1.0801 0.1 0.0 0.0 0.00
Cl -0.7270 -0.4264 -2.4538 0.0 0.1 -0.1 0.59
Br -1.7966 -1.4680 0.2061 -0.3 -0.1 -0.2 0.63
C -0.4013 -1.2539 -1.0132 0.7 1.1 1.2 -1.16
I 1.4358 -1.0452 1.7713 0.1 0.0 0.5 0.75
H 0.7813 1.9906 1.1448 0.0 0.0 0.0 0.08
H -0.0457 1.7829 -0.4120 0.0 0.0 0.0 0.07
N 1.0092 0.1671 0.2270 -0.1 -1.5 -1.8 -0.62
C 0.2013 1.2895 0.5316 -0.6 0.4 0.3 -0.37
```
Forces are in eV/Å.

***

# 6
Here is a cluster of 2 separate species, C16H25N3O3S in total from OMol25. Energies are from wB97M-V/def2-TZVPD.

- Relative energy (zero: lowest compared OMol25 entry of this formula, charge and spin): 572.21 kcal/mol
- HOMO energy: -8.48 eV
- Electronic energy: -38423.207 eV
- Total charge: 0
- Frontier orbital gap: 8.1 eV

```
48
Properties=species:S:1:pos:R:3:forces:R:3:lowdin_charge:R:1
C -3.5663 -2.2021 -1.1420 -2.8 3.8 -0.6 -0.01
C -0.7520 -0.0857 0.8147 2.8 -0.1 0.3 -0.39
H 0.5885 -1.6931 -0.3357 -1.6 1.8 -0.3 0.13
C 5.5307 -1.7810 1.3961 -0.1 -0.1 0.0 -0.26
N -1.9946 1.8226 -0.5693 0.6 1.8 1.8 -0.08
C -3.8154 -0.8535 -0.1834 -2.1 -1.0 -4.9 -0.08
C 1.6396 -0.2170 2.7787 -7.4 0.4 -6.9 0.10
C -3.1155 -0.6308 1.2940 -2.4 -0.6 0.3 -0.18
H -4.2417 -3.2160 -3.1868 -0.5 2.6 1.5 0.10
H 3.3332 0.4156 -2.0452 -0.5 -2.1 0.1 0.12
H 0.1664 1.2121 -2.1629 2.2 -2.2 2.2 0.16
H -0.3582 3.2805 -1.1535 -2.5 -0.2 0.4 0.12
C 2.3323 -0.1541 -1.9941 -1.4 2.4 -1.0 -0.10
H -2.9669 3.1247 -2.6501 1.1 -0.1 -0.2 0.06
C -1.1453 1.4801 0.6321 0.0 0.7 1.9 -0.18
O 2.1096 0.8804 -0.7285 -5.3 -0.2 -3.5 -0.22
C 7.2955 -0.8978 3.2241 0.0 -0.1 0.1 -0.27
C -1.5359 3.1747 -1.1559 0.1 -0.9 -1.4 -0.27
H -5.1689 1.1764 -0.2942 0.6 -2.3 -1.4 0.08
N -5.3935 -1.2690 -3.1119 2.6 1.2 4.8 -0.04
H -1.6943 2.0991 -2.9397 -0.4 1.5 0.5 0.06
H -6.4407 0.7617 -2.7252 2.1 -2.1 1.0 0.11
C 0.8019 0.4156 -1.4270 2.5 -1.4 2.8 -0.12
H 6.2205 -1.4310 0.6249 -0.1 0.1 0.1 0.05
H -1.7520 1.8251 1.6009 1.6 -1.0 -1.7 0.14
H 7.4719 -1.9534 3.4439 -0.1 0.1 0.0 0.06
C -4.4105 -2.2279 -2.5342 0.2 0.9 1.7 -0.12
H -3.6968 -1.4067 1.9976 1.5 1.6 -1.6 0.16
H -0.1380 2.1195 0.6778 -2.1 -1.7 -0.3 0.14
C -4.8957 0.1844 -0.8907 0.5 -1.8 -0.7 -0.04
C -0.1521 -0.8152 -0.5527 1.2 2.5 -1.5 -0.02
H 5.8145 -2.7826 1.7272 0.0 0.1 0.1 0.06
H 7.5291 -0.3007 4.1080 -0.1 0.0 -0.1 0.05
H -2.9441 2.0687 -0.1576 1.5 -0.8 -0.9 0.09
O -1.7184 -0.9836 1.4018 -1.2 1.5 -0.7 -0.15
C -5.6470 -0.0330 -2.3198 2.8 -2.9 2.2 -0.11
H 7.9291 -0.5761 2.3943 -0.1 0.0 0.0 0.05
H -2.0748 4.0513 -0.5981 1.2 -1.4 -1.3 0.13
O 4.7278 -1.2407 3.8897 0.2 0.1 -0.4 -0.57
N -1.9223 3.0916 -2.6466 -0.5 -0.3 1.6 -0.04
H 4.5172 -1.8079 0.9886 0.1 0.1 0.1 0.05
C 0.5400 -0.0911 1.8846 7.3 -1.3 5.8 0.00
H 2.6740 -0.4912 3.2933 -2.6 0.7 -1.1 0.03
H 1.9958 0.2839 -3.0552 0.7 0.7 1.4 0.06
H -0.9685 -1.0425 -1.3611 1.3 0.2 1.9 0.11
H -2.8391 -3.0734 -0.8048 -1.8 2.1 -0.9 0.11
S 5.5571 -0.6354 2.7964 0.0 -0.2 0.0 0.81
H -3.4262 0.4247 1.7573 1.0 -2.1 -1.3 0.13
```
Forces are in eV/Å.